1.
Here is a cluster of 2 separate species, C4H10NO in total from OMol25. Energies are from the ωB97M-V functional and the def2-TZVPD basis.

Last column: natural (NBO) charge in e.
Positions of all 16 atoms, in Å:
C: 0.503 -1.579 0.325  -0.6051
C: -0.285 -0.863 -0.527  0.3786
O: 0.178 0.141 -1.319  -0.7020
C: -1.781 -1.029 -0.689  -0.6966
H: 0.038 -2.101 1.133  0.2378
H: 1.570 -1.613 0.213  0.2328
H: -0.508 0.333 -1.969  0.5011
H: -2.177 -1.659 0.069  0.2475
H: -2.338 -0.089 -0.664  0.2246
H: -1.975 -1.468 -1.662  0.2482
C: 1.452 2.014 0.406  0.1574
N: 0.799 1.280 1.276  -0.6014
H: 1.932 1.541 -0.444  0.2481
H: 1.530 3.083 0.586  0.2301
H: 0.321 1.776 2.036  0.4356
H: 0.743 0.232 1.228  0.4633

Forces on atoms 1 to 6 (eV/Å):
-0.8 1.4 -1.1
-0.7 -0.5 0.7
0.7 -0.5 -0.3
0.6 0.4 0.1
-0.2 -0.7 -0.1
0.4 0.2 0.1

Summary:
- E_tot (a.u.) = -288.10017
- E_HOMO (eV) = -13.235
- energy above the lowest of the compared OMol25 structures with the same formula, charge and spin (kJ/mol) = 165.2
- total charge = +1
- orbital gap (eV) = 7.97
- spin multiplicity = 1

=====

2.
Here is a cluster of 2 separate species, C4H10NO in total from OMol25. Energies are from the ωB97M-V functional and the def2-TZVPD basis.

Last column: natural (NBO) charge in e.
Positions of all 16 atoms, in Å:
C: 0.963 -0.119 1.926  -0.6720
C: 0.608 -0.254 0.478  0.1221
C: 1.279 -0.863 -0.474  -0.3111
C: -1.647 0.593 0.890  0.1029
N: -0.670 0.337 0.119  -0.4082
H: 1.082 0.910 2.253  0.2443
H: 1.896 -0.645 2.082  0.2615
H: 0.224 -0.642 2.531  0.2311
H: 0.924 -0.972 -1.489  0.2353
H: 2.255 -1.284 -0.286  0.2387
H: -2.636 0.819 0.505  0.2378
H: -1.459 0.624 1.957  0.2228
H: -0.833 0.403 -0.893  0.4706
H: -0.397 1.085 -3.212  0.4940
H: -0.840 -0.272 -3.589  0.5046
O: -0.751 0.280 -2.799  -0.9744

Forces on atoms 1 to 6 (eV/Å):
0.2 -0.5 -0.4
-0.4 1.0 0.8
0.4 -0.2 -0.6
0.3 0.4 0.6
-0.2 -0.8 -0.8
-0.1 0.1 0.0

Summary:
- E_tot (a.u.) = -288.12616
- E_HOMO (eV) = -14.523
- energy above the lowest of the compared OMol25 structures with the same formula, charge and spin (kJ/mol) = 97.0
- total charge = +1
- orbital gap (eV) = 9.59
- spin multiplicity = 1

=====

3.
Here is a cluster of 2 separate species, C4H10NO in total from OMol25. Energies are from the ωB97M-V functional and the def2-TZVPD basis.

Last column: natural (NBO) charge in e.
Positions of all 16 atoms, in Å:
C: 0.750 -2.314 -0.839  -0.6986
C: 0.574 -0.845 -1.211  0.0009
C: 1.256 0.200 -0.550  -0.1224
N: 0.668 1.505 -0.539  -0.3937
C: 0.825 2.467 0.330  0.0829
H: 0.633 -2.502 0.306  0.2663
H: 1.792 -2.574 -1.228  0.2673
H: 0.079 -3.008 -1.433  0.2620
H: -0.058 -0.591 -2.004  0.2051
H: 1.971 -0.059 0.188  0.2304
H: 0.194 1.716 -1.442  0.4390
H: 0.980 2.091 1.324  0.2246
H: 0.761 3.488 0.080  0.2360
H: -3.469 0.934 2.104  0.4747
H: -3.843 -0.529 2.576  0.4812
O: -3.115 0.022 2.337  -0.9557

Forces on atoms 1 to 6 (eV/Å):
0.8 -0.4 -0.3
2.2 1.3 2.7
-3.5 -2.7 -0.6
0.8 1.0 -1.6
-0.2 -3.1 -0.4
0.4 0.4 -2.2

Summary:
- E_tot (a.u.) = -288.06232
- E_HOMO (eV) = -14.030
- energy above the lowest of the compared OMol25 structures with the same formula, charge and spin (kJ/mol) = 264.6
- total charge = +1
- orbital gap (eV) = 8.39
- spin multiplicity = 1

=====

4.
Here is the ion C4H10NO2 with charge -1 from OMol25. Energies are from the ωB97M-V functional and the def2-TZVPD basis.

Last column: natural (NBO) charge in e.
Positions of all 17 atoms, in Å:
C: -1.051 0.379 1.107  -0.6830
C: 0.167 -0.445 0.644  -0.0832
C: 1.272 0.507 0.251  -0.0780
O: 1.960 1.206 1.291  -0.7393
N: -0.105 -1.168 -0.637  -0.6886
C: -0.598 -0.399 -1.859  0.1278
O: -1.594 0.482 -1.735  -0.9548
H: -1.603 0.615 0.200  0.3057
H: -1.723 -0.170 1.776  0.1715
H: -0.704 1.261 1.652  0.1842
H: 0.483 -1.242 1.325  0.1660
H: 0.969 1.217 -0.506  0.1981
H: 2.013 -0.058 -0.342  0.1538
H: 1.952 0.655 2.074  0.4521
H: -0.935 -1.732 -0.452  0.3277
H: -0.796 -1.255 -2.528  0.0772
H: 0.294 0.149 -2.261  0.0626

Forces on atoms 1 to 6 (eV/Å):
0.2 -0.5 0.8
-0.9 0.7 -1.9
1.7 -0.7 -0.6
-0.3 0.3 0.1
-0.8 -0.5 0.5
0.4 1.5 0.0

Summary:
- E_tot (a.u.) = -363.60856
- E_HOMO (eV) = -2.622
- energy above the lowest of the compared OMol25 structures with the same formula, charge and spin (kJ/mol) = 304.2
- total charge = -1
- orbital gap (eV) = 6.29
- spin multiplicity = 1
- SMILES = C[C@H](CO)NC[O-]

=====

5.
Here is a cluster of 2 separate species, C4H10NO2S in total from OMol25. Energies are from the ωB97M-V functional and the def2-TZVPD basis.

Last column: natural (NBO) charge in e.
Positions of all 18 atoms, in Å:
C: 0.684 -0.378 1.176  -0.4394
N: 0.705 -0.962 -0.185  -0.6388
C: -0.579 -0.966 -0.862  -0.1502
C: -0.341 -1.286 -2.348  -0.5336
S: -0.309 0.285 -3.246  -0.5114
C: -1.241 0.499 -0.962  0.3891
O: -0.954 1.484 -0.259  -0.6933
H: 0.335 0.651 1.065  0.2111
H: 1.609 -0.492 1.726  0.1829
H: -0.081 -0.911 1.758  0.1693
H: 1.374 -0.396 -0.694  0.3599
H: -1.284 -1.574 -0.287  0.1727
H: -1.110 -2.014 -2.650  0.1758
H: 0.584 -1.839 -2.543  0.2005
H: -2.255 0.473 -1.369  0.1062
H: 1.437 3.069 3.284  0.4598
H: 0.466 2.069 2.789  0.4837
O: 0.958 2.288 3.606  -0.9443

Forces on atoms 1 to 6 (eV/Å):
-1.4 -0.3 -0.5
0.8 -0.1 1.2
0.9 2.5 -0.5
-0.6 -1.1 0.0
-0.1 0.0 0.1
0.0 0.0 1.2

Summary:
- E_tot (a.u.) = -761.83228
- E_HOMO (eV) = -3.164
- energy above the lowest of the compared OMol25 structures with the same formula, charge and spin (kJ/mol) = 234.0
- total charge = -1
- orbital gap (eV) = 6.54
- spin multiplicity = 1

=====

6.
Here is a cluster of 2 separate species, C4H10NO2S in total from OMol25. Energies are from the ωB97M-V functional and the def2-TZVPD basis.

Last column: natural (NBO) charge in e.
Positions of all 18 atoms, in Å:
C: -0.560 1.158 0.173  -0.2118
N: -0.990 -0.238 0.564  -0.6507
C: -1.842 -0.554 1.587  0.5135
O: -2.146 -1.738 1.741  -0.6606
C: 1.003 1.330 0.413  -0.4258
C: 1.815 0.351 -0.247  -0.5226
S: 1.470 0.375 -2.076  -0.7649
H: -0.772 1.352 -0.877  0.2293
H: -1.159 1.828 0.855  0.1701
H: -0.538 -1.060 0.033  0.4520
H: -2.181 0.225 2.440  0.1049
H: 1.342 2.303 0.167  0.2072
H: 0.987 1.142 1.502  0.1752
H: 2.834 0.714 -0.154  0.1960
H: 1.770 -0.775 0.058  0.1883
H: -1.007 -1.916 -2.404  0.4714
H: 0.408 -2.092 -1.951  0.4898
O: -0.434 -2.406 -1.823  -0.9612

Forces on atoms 1 to 6 (eV/Å):
0.2 -0.5 1.1
0.6 0.8 -0.5
0.9 -1.0 0.4
-0.5 0.9 0.5
-4.1 -0.6 2.7
1.6 -2.9 -2.5

Summary:
- E_tot (a.u.) = -761.85643
- E_HOMO (eV) = -2.978
- energy above the lowest of the compared OMol25 structures with the same formula, charge and spin (kJ/mol) = 170.6
- total charge = -1
- orbital gap (eV) = 6.76
- spin multiplicity = 1

=====

7.
Here is a cluster of 3 separate species, C4H10NO2S in total from OMol25. Energies are from the ωB97M-V functional and the def2-TZVPD basis.

Last column: natural (NBO) charge in e.
Positions of all 18 atoms, in Å:
C: 0.423 -0.886 -1.511  0.1029
C: -1.618 0.041 1.459  -0.6175
C: -0.326 1.590 -0.893  -0.2613
C: -0.629 -0.805 0.794  -0.2520
N: -0.250 -0.402 -0.561  -0.2667
O: 2.549 -0.484 -0.996  -0.8732
O: 2.505 -0.054 1.272  -0.8256
S: 3.315 -0.022 0.135  1.7476
H: 0.590 -1.901 -1.380  0.2007
H: 0.653 -0.453 -2.437  0.2275
H: -1.075 0.883 1.769  0.2167
H: -2.384 0.429 0.777  0.2200
H: -2.026 -0.552 2.332  0.2612
H: -1.296 1.881 -0.456  0.2335
H: 0.573 1.793 -0.536  0.1954
H: -0.617 1.525 -1.941  0.2226
H: -0.712 -1.846 0.755  0.2254
H: 0.326 -0.737 1.416  0.2427

Forces on atoms 1 to 6 (eV/Å):
-1.8 -1.2 2.0
-1.8 -0.8 0.4
-6.0 -4.8 -1.4
3.9 -0.4 -0.2
-0.5 6.3 -1.2
1.7 0.3 -0.9

Summary:
- E_tot (a.u.) = -761.44145
- E_HOMO (eV) = -15.251
- energy above the lowest of the compared OMol25 structures with the same formula, charge and spin (kJ/mol) = 399.1
- total charge = +1
- orbital gap (eV) = 10.08
- spin multiplicity = 1

=====

8.
Here is the ion C4H10NO2S with charge +1 from OMol25. Energies are from the ωB97M-V functional and the def2-TZVPD basis.

Last column: natural (NBO) charge in e.
Positions of all 18 atoms, in Å:
C: 1.758 -0.213 -1.279  -0.3990
C: -1.802 -0.420 1.057  -0.7082
C: -1.667 1.325 -0.775  -0.7218
C: -1.051 0.195 -0.108  0.5019
N: 0.219 -0.268 -0.458  -0.5531
O: 2.115 0.779 1.189  -0.8923
O: 2.505 -1.616 0.495  -0.9224
S: 2.782 -0.008 0.191  1.5347
H: 1.689 0.730 -1.878  0.2645
H: -1.785 0.374 1.811  0.2780
H: -2.871 -0.378 0.911  0.2720
H: -1.448 -1.317 1.525  0.2594
H: -1.191 1.581 -1.788  0.2667
H: -1.620 2.156 0.057  0.2951
H: -2.729 1.286 -0.788  0.2715
H: 3.108 -1.979 1.244  0.5351
H: 1.628 -1.263 -1.738  0.3039
H: 0.360 -0.963 0.332  0.4141

Forces on atoms 1 to 6 (eV/Å):
-5.1 0.2 0.3
0.4 1.8 -0.1
1.1 2.2 0.2
3.6 -1.4 -1.5
-2.7 -1.0 3.2
-0.8 0.5 0.2

Summary:
- E_tot (a.u.) = -761.46788
- E_HOMO (eV) = -14.144
- energy above the lowest of the compared OMol25 structures with the same formula, charge and spin (kJ/mol) = 329.7
- total charge = +1
- orbital gap (eV) = 10.03
- spin multiplicity = 1

=====

9.
Here is a cluster of 2 separate species, C4H10NO3 in total from OMol25. Energies are from the ωB97M-V functional and the def2-TZVPD basis.

Last column: natural (NBO) charge in e.
Positions of all 18 atoms, in Å:
O: 0.537 -0.182 -2.144  -0.7445
C: -0.022 0.430 -1.187  0.6505
N: -1.267 0.098 -0.888  -0.6866
C: -1.967 0.137 0.636  0.1879
O: -1.372 -0.710 1.398  -0.8930
C: 0.821 1.390 -0.391  -0.4798
C: 1.793 0.562 0.485  -0.6270
H: -1.797 -0.362 -1.606  0.3754
H: -2.999 -0.174 0.340  0.0746
H: -1.950 1.209 0.900  0.0832
H: 1.396 2.040 -1.112  0.2070
H: 0.183 2.117 0.105  0.1993
H: 1.718 1.041 1.480  0.2107
H: 2.692 0.459 -0.094  0.2110
H: 1.384 -0.410 0.745  0.2435
H: -0.158 -2.301 0.994  0.5095
H: 0.533 -2.419 -0.243  0.4681
O: 0.476 -2.927 0.583  -0.9898

Forces on atoms 1 to 6 (eV/Å):
0.0 1.0 0.5
1.0 -1.9 -2.3
-1.5 1.7 1.9
0.4 -1.0 -1.5
0.5 0.0 0.7
-0.1 0.4 -0.8

Summary:
- E_tot (a.u.) = -438.90689
- E_HOMO (eV) = -3.954
- energy above the lowest of the compared OMol25 structures with the same formula, charge and spin (kJ/mol) = 205.7
- total charge = -1
- orbital gap (eV) = 8.05
- spin multiplicity = 1

=====

10.
Here is a structure of composition C4H10NO3 from OMol25. Energies are from the ωB97M-V functional and the def2-TZVPD basis.

Last column: natural (NBO) charge in e.
Positions of all 18 atoms, in Å:
C: 1.200 0.262 -1.526  -0.5787
C: 1.540 -0.450 -0.205  -0.2508
C: 0.783 0.265 0.884  -0.5113
C: -0.700 0.126 0.687  0.7469
O: -1.234 1.301 0.526  -0.7929
O: -1.212 -1.020 0.957  -0.7866
N: 3.197 -0.085 0.073  -0.8389
H: 1.738 -0.322 -2.324  0.1811
H: 0.129 0.338 -1.699  0.2308
H: 1.658 1.279 -1.501  0.2148
H: 2.389 -1.017 0.565  0.4382
H: 1.045 1.313 0.927  0.2283
H: 1.062 -0.223 1.831  0.2002
H: 1.161 -1.463 -0.405  0.2303
H: 3.652 -0.551 -0.771  0.3086
H: -2.800 0.497 -0.633  0.4891
H: -2.784 -0.960 -0.567  0.4846
O: -3.375 -0.221 -0.855  -0.9939

Forces on atoms 1 to 6 (eV/Å):
1.8 -0.1 -0.7
-0.9 3.4 -2.3
0.9 -1.2 0.7
-1.6 1.4 2.2
-0.2 -2.9 -0.6
0.5 1.9 -1.4

Summary:
- E_tot (a.u.) = -438.82312
- E_HOMO (eV) = -4.839
- energy above the lowest of the compared OMol25 structures with the same formula, charge and spin (kJ/mol) = 425.7
- total charge = -1
- orbital gap (eV) = 8.69
- spin multiplicity = 1